Below is a structure of composition C42H38BN14O2RbS in a non-equilibrium geometry, with properties calculated with wB97M-V/def2-TZVPD.

XYZ file:
```
99
C42H38BN14O2RbS (wB97M-V/def2-TZVPD)
Rb 0.6572 -0.2641 0.2047
C -1.1495 4.2594 0.6219
C -0.6125 4.9810 1.6861
C -0.0516 4.3037 2.7469
C -0.0306 2.8943 2.7475
N -0.5526 2.2088 1.7270
C -1.0885 2.8790 0.7023
N 0.5369 2.3021 3.8679
C 0.5743 1.0163 4.0872
N 0.1735 -0.0625 3.3648
C 0.4127 -1.1837 4.1269
N 0.2375 -2.4458 3.9217
C -0.2066 -3.0214 2.7311
C 0.0504 -4.3970 2.6050
C -0.2993 -5.0549 1.4509
C -0.9291 -4.3452 0.4302
C -1.1805 -3.0059 0.6501
N -0.8358 -2.3480 1.7674
C 1.0075 -0.7847 5.4477
C 1.4238 -1.5204 6.5376
C 1.9650 -0.8254 7.6184
C 2.0799 0.5657 7.5875
C 1.6583 1.2905 6.4733
C 1.1263 0.5824 5.4150
H -1.5948 4.7376 -0.2407
H -0.6362 6.0668 1.6860
H 0.3747 4.8179 3.5992
H -1.4814 2.2680 -0.1039
H 0.5662 -4.8908 3.4176
H -0.0658 -6.1072 1.3305
H -1.2110 -4.8033 -0.5092
H -1.6757 -2.4102 -0.1119
H 1.3361 -2.5998 6.5311
H 2.3082 -1.3686 8.4918
H 2.5035 1.0851 8.4398
H 1.7353 2.3698 6.4258
C -0.9362 -3.3884 -3.3097
C -0.0494 -2.5488 -2.6063
N -0.5836 -1.3571 -2.3850
N -1.8134 -1.3939 -2.9438
C -2.0494 -2.5972 -3.5036
B -2.8166 -0.2173 -2.8563
N -3.3456 -0.0703 -1.4157
C -4.6183 -0.0102 -0.9796
C -4.5938 0.0373 0.4000
C -3.2208 -0.0047 0.7206
N -2.4848 -0.0566 -0.3818
N -2.1958 1.1030 -3.3887
C -2.5824 1.7421 -4.5107
C -1.8163 2.8799 -4.6475
C -0.9669 2.8388 -3.5248
N -1.1997 1.7719 -2.7734
H -0.7863 -4.4054 -3.6328
H 0.9520 -2.7482 -2.2504
H -2.9869 -2.7962 -3.9974
H -3.7612 -0.4745 -3.5805
H -5.4386 -0.0193 -1.6792
H -5.4362 0.0820 1.0704
H -2.7282 -0.0014 1.6832
H -3.3695 1.3374 -5.1256
H -1.8622 3.6158 -5.4335
H -0.1957 3.5346 -3.2256
C 5.3602 -7.7692 -1.7384
C 4.9445 -6.4256 -1.1952
C 5.8270 -5.6438 -0.4614
C 5.4341 -4.4171 0.0663
C 4.1428 -3.9642 -0.1437
C 3.2463 -4.7308 -0.8838
C 3.6509 -5.9484 -1.4026
S 3.5836 -2.4228 0.5538
O 2.6458 -2.8036 1.5866
O 4.7908 -1.7317 0.9682
N 2.7818 -1.7138 -0.5823
C 3.3857 -1.0348 -1.6253
C 4.7519 -1.1262 -1.9806
C 5.2040 -0.4299 -3.0779
C 4.3225 0.3565 -3.8186
C 3.0058 0.3905 -3.3938
N 2.5405 -0.2740 -2.3405
H 6.4456 -7.8808 -1.7275
H 5.0159 -7.9040 -2.7658
H 4.9389 -8.5850 -1.1449
H 6.8411 -5.9970 -0.3019
H 6.1193 -3.7995 0.6322
H 2.2406 -4.3609 -1.0448
H 2.9517 -6.5419 -1.9835
H 5.4311 -1.7152 -1.3823
H 6.2498 -0.4973 -3.3594
H 4.6416 0.9174 -4.6875
H 2.2677 0.9848 -3.9261
C 2.4320 5.9697 0.1351
C 3.3879 4.8223 -0.1951
C 2.7358 3.5131 -0.0906
N 2.1893 2.5091 -0.0118
H 2.9721 6.9170 0.1323
H 1.9797 5.8197 1.1149
H 1.6232 6.0234 -0.5934
H 4.2432 4.8199 0.4816
H 3.7803 4.9175 -1.2085
```

For the electronic energy, the calculation gives -81299.2735 eV. As for the net charge: -2. The value obtained for the largest force on an atom is 1.1 eV/A. As for the energy above the lowest of the compared OMol25 structures with the same formula, charge and spin: 0.00 kJ/mol. As for the HOMO-LUMO gap: 5.91 eV.


Below is a structure of composition C42H38BO7 in a non-equilibrium geometry, with properties calculated with wB97M-V/def2-TZVPD.

XYZ file:
```
88
C42H38BO7 (wB97M-V/def2-TZVPD)
C 4.3168 -1.4949 5.6067
C 2.7091 -1.3350 5.2654
C 1.7077 -1.9894 6.3866
O 1.1574 -1.0369 7.3634
C -0.2613 -0.7357 7.1170
B -0.4599 0.4414 5.9551
C -1.8945 0.2923 5.1213
C -1.6205 -0.9114 4.0014
C -0.8633 -0.3834 2.6440
O -0.7228 0.8893 2.2564
O -0.2732 -1.4187 1.7324
C -0.1660 1.9610 6.5120
C 1.4286 2.2874 6.1356
C 1.7186 3.0150 4.6886
C 3.2789 3.3118 4.2533
C 4.4591 2.8392 5.3108
C 4.1725 2.1366 6.7809
C 2.6075 1.8405 7.2102
H 4.7719 -2.5086 5.2316
H 4.8627 -0.6421 4.9745
H 4.5253 -1.2469 6.7312
H 2.5044 -1.8725 4.2411
H 2.5375 -0.1666 5.0905
H 0.8284 -2.6156 5.8786
H 2.3453 -2.8044 6.9821
H -0.6810 -0.2654 8.1308
H -0.9072 -1.6546 6.7878
H 0.3917 0.2158 5.1420
H -2.8201 0.0872 5.8071
H -2.0467 1.2740 4.4912
H -2.5769 -1.5504 3.7800
H -0.8545 -1.6533 4.5381
H 0.2663 -2.0767 2.2902
H -0.3003 2.0507 7.6884
H -0.8500 2.7939 6.0411
H 0.7953 3.2765 4.0027
H 3.4765 3.8182 3.2136
H 5.5797 3.0285 5.0030
H 5.0282 1.8034 7.5160
H 2.2596 1.3398 8.2098
C 0.4854 4.7629 -6.2317
C 1.7163 4.4341 -5.6644
C 1.7708 3.5836 -4.5590
C 0.5893 3.0694 -4.0111
C -0.6427 3.4178 -4.5632
C -0.6943 4.2574 -5.6835
C -1.8979 2.9212 -3.9632
O -2.9805 3.2239 -4.4497
C -1.8299 2.0623 -2.7641
C -3.0137 1.6318 -2.1508
C -2.9584 0.8084 -1.0242
C -1.7246 0.4059 -0.5138
C -0.5437 0.8378 -1.1194
C -0.5968 1.6758 -2.2411
C 0.6578 2.1562 -2.8530
O 1.7426 1.8067 -2.4022
H 0.4434 5.4184 -7.0988
H 2.6349 4.8383 -6.0839
H 2.7357 3.3271 -4.1246
H -1.6518 4.5228 -6.1282
H -3.9811 1.9390 -2.5449
H -3.8788 0.4796 -0.5464
H -1.6813 -0.2415 0.3594
H 0.4159 0.5234 -0.7124
C -0.2593 -1.7136 -2.3143
C -0.7395 -0.5383 -2.8914
C -1.3290 -0.5716 -4.1562
C -1.4279 -1.7827 -4.8519
C -0.9256 -2.9535 -4.2852
C -0.3503 -2.9210 -3.0083
C -0.9797 -4.2276 -5.0307
O -0.5419 -5.2572 -4.5322
C -1.5606 -4.2413 -6.3880
C -1.5658 -5.4304 -7.1288
C -2.1252 -5.4552 -8.4081
C -2.6881 -4.2982 -8.9463
C -2.6793 -3.1109 -8.2128
C -2.1055 -3.0804 -6.9348
C -2.0690 -1.8114 -6.1815
O -2.5593 -0.7930 -6.6556
H 0.1918 -1.6893 -1.3247
H -0.6572 0.4048 -2.3558
H -1.7064 0.3490 -4.5983
H 0.0317 -3.8335 -2.5538
H -1.1312 -6.3389 -6.7147
H -2.1235 -6.3783 -8.9837
H -3.1305 -4.3190 -9.9399
H -3.1162 -2.2104 -8.6414
```

For the electronic energy, the calculation gives -59165.6605 eV. As for the net charge: -1. The value obtained for the largest force on an atom is 8.7 eV/A. As for the HOMO-LUMO gap: 4.99 eV.


Below is a structure of composition C42H38BrN5O4S2SbTl, with properties calculated with wB97M-V/def2-TZVPD.

XYZ file:
```
94
C42H38BrN5O4S2SbTl (wB97M-V/def2-TZVPD)
Tl 0.0583 0.4498 -1.3663
C -0.3136 -2.9423 -0.0742
C -1.4504 -2.0555 0.3438
N -1.2204 -1.1912 1.2532
N -2.3240 -0.4336 1.6283
C -2.0836 0.8055 1.8474
S -0.6359 1.7290 1.6849
S -3.4781 1.7755 2.4352
C -4.8853 0.7849 1.8824
C -5.4075 1.1363 0.5083
C -6.7481 0.9026 0.2075
C -7.2584 1.1836 -1.0509
C -6.4276 1.7090 -2.0325
C -5.0900 1.9363 -1.7439
C -4.5824 1.6519 -0.4838
C -2.7525 -2.2265 -0.3588
C -3.5256 -3.3483 -0.1103
C -4.7326 -3.5737 -0.7669
C -5.1514 -2.6343 -1.7045
C -4.3890 -1.5153 -1.9856
C -3.1448 -1.2635 -1.3408
O -2.4101 -0.2568 -1.6579
H 0.5490 -2.7880 0.5729
H -0.0264 -2.7157 -1.1078
H -0.6185 -3.9928 -0.0564
H -5.6753 0.9192 2.6247
H -4.5684 -0.2588 1.9077
H -7.3976 0.4889 0.9726
H -8.3040 0.9932 -1.2655
H -6.8187 1.9290 -3.0191
H -4.4222 2.3195 -2.5056
H -3.5328 1.8152 -0.2790
H -3.1768 -4.0637 0.6299
H -5.3293 -4.4502 -0.5469
H -6.0950 -2.7741 -2.2235
H -4.7368 -0.7759 -2.6994
Br 3.6450 -1.3860 -1.6599
C 3.6826 -0.0037 -2.9852
C 4.8286 0.1456 -3.7496
C 4.8202 1.1771 -4.6760
C 3.6988 1.9812 -4.7915
C 2.6006 1.7302 -3.9767
N 2.6141 0.7426 -3.0780
C 1.3229 2.5914 -4.1137
O 1.4334 3.5619 -4.8751
O 0.3244 2.2045 -3.4572
H 5.6754 -0.5112 -3.6159
H 5.6885 1.3470 -5.3024
H 3.6295 2.8014 -5.4911
C 6.6359 -1.7105 3.1005
C 5.5033 -2.5025 3.2433
C 4.2592 -2.0039 2.8819
C 4.1053 -0.7094 2.3825
C 5.2537 0.0672 2.2417
C 6.5064 -0.4249 2.5954
Sb 2.0670 -0.0789 1.8316
C 2.6670 1.9435 1.4612
C 3.1696 2.2326 0.1937
C 3.5111 3.5307 -0.1635
C 3.3562 4.5597 0.7542
C 2.8513 4.2845 2.0185
C 2.5027 2.9863 2.3682
C 1.5612 0.0943 3.9162
C 0.2800 -0.2695 4.3279
C -0.0751 -0.2061 5.6689
C 0.8427 0.2322 6.6147
C 2.1211 0.5969 6.2155
C 2.4782 0.5188 4.8740
H 7.6107 -2.0947 3.3778
H 5.5903 -3.5102 3.6345
H 3.3863 -2.6408 3.0008
H 5.1750 1.0768 1.8528
H 7.3834 0.2016 2.4755
H 3.2760 1.4411 -0.5395
H 3.8708 3.7372 -1.1648
H 3.6056 5.5770 0.4770
H 2.7041 5.0888 2.7302
H 2.0716 2.7903 3.3430
H -0.4481 -0.5905 3.5905
H -1.0780 -0.4857 5.9690
H 0.5613 0.2921 7.6599
H 2.8435 0.9417 6.9470
H 3.4841 0.7932 4.5745
C -1.5860 -3.5698 -3.6025
N -1.8753 -2.2499 -4.1238
C -0.8887 -1.2920 -4.1682
N -1.3464 -0.0138 -4.4015
O 0.3027 -1.5597 -4.0547
H -2.0267 -4.3390 -4.2414
H -1.9738 -3.6912 -2.5878
H -0.5057 -3.6986 -3.5920
H -2.7983 -1.9015 -3.9105
H -2.1675 0.2122 -3.8503
H -0.6256 0.6935 -4.2692
```

For the electronic energy, the calculation gives -162759.2762 eV. As for the net charge: -2. The value obtained for the largest force on an atom is 0.2 eV/A. As for the energy above the lowest of the compared OMol25 structures with the same formula, charge and spin: 38.78 kJ/mol. As for the HOMO-LUMO gap: 6.42 eV.